Molecular formula: C28H28O3P2Se4Ti
Method: DFT, ωB97M-V/def2-TZVPD

```
! RIJCOSX wB97M-V def2-TZVPD def2/J DEFGRID3
* xyz -1 2
Ti 0.04 0.11 0.06
O -2.04 0.18 0.06
P -3.10 1.18 0.44
C -2.41 2.38 1.61
P -1.02 3.22 0.81
O -0.05 2.22 0.22
C -1.63 4.33 -0.39
C -1.12 4.28 -1.71
C -1.60 5.13 -2.67
C -2.60 6.06 -2.38
C -3.10 6.14 -1.07
C -2.64 5.29 -0.09
C -0.19 4.08 2.17
C -0.84 4.97 3.01
C -0.14 5.61 4.02
C 1.22 5.36 4.19
C 1.87 4.47 3.35
C 1.17 3.83 2.34
C -4.34 0.27 1.39
C -4.08 -1.08 1.62
C -4.97 -1.84 2.36
C -6.13 -1.26 2.88
C -6.39 0.09 2.65
C -5.49 0.85 1.92
C -3.77 2.03 -0.94
C -4.79 3.00 -0.82
C -5.27 3.64 -1.95
C -4.75 3.35 -3.20
C -3.74 2.39 -3.33
C -3.26 1.73 -2.21
H -2.06 1.85 2.50
H -3.18 3.10 1.89
H -0.36 3.54 -1.94
H -1.20 5.06 -3.68
H -2.97 6.73 -3.15
H -3.87 6.86 -0.83
H -3.05 5.38 0.91
H -1.90 5.17 2.90
H -0.65 6.30 4.68
H 1.76 5.86 4.99
H 2.92 4.26 3.49
H 1.67 3.12 1.69
H -3.17 -1.52 1.23
H -4.76 -2.88 2.54
H -6.82 -1.86 3.45
H -7.28 0.54 3.06
H -5.71 1.90 1.76
H -5.20 3.27 0.15
H -6.04 4.39 -1.84
H -5.13 3.87 -4.08
H -3.32 2.15 -4.30
H -2.47 0.99 -2.30
Se 2.50 0.23 1.05
Se 1.00 0.21 2.82
Se 0.41 -2.05 2.98
Se -0.09 -2.42 0.70
C -0.25 -1.14 -3.90
O -0.28 -1.08 -2.48
C 0.40 -0.07 -1.82
C 1.39 0.71 -2.62
H 0.76 -1.30 -4.28
H -0.66 -0.23 -4.35
H -0.88 -1.98 -4.19
H 2.19 0.08 -3.03
H 1.86 1.46 -1.98
H 0.92 1.24 -3.46
*
```

Properties
- gap between HOMO and LUMO (alpha / beta) (eV) = 4.1 / 6.0
- expectation value of S² = 0.759
- relative energy (zero: lowest compared OMol25 entry of this formula, charge and spin) (kcal/mol) = 23.0

Molecular formula: C28H29AsN2O4PPtS
Method: DFT, ωB97M-V/def2-TZVPD

```
! RIJCOSX wB97M-V def2-TZVPD def2/J DEFGRID3
* xyz 3 1
Pt 0.62 0.29 0.10
N -0.28 -1.47 -1.15
C 0.65 -2.53 -1.47
C 0.25 -3.83 -1.71
C 1.20 -4.74 -2.17
C 2.52 -4.36 -2.40
C 2.93 -3.07 -2.13
C 1.99 -2.16 -1.61
P 2.50 -0.63 -0.90
C 3.85 0.16 -1.67
C 5.06 0.36 -0.97
C 6.14 0.87 -1.65
C 6.02 1.21 -3.00
C 4.82 1.03 -3.68
C 3.73 0.51 -3.02
C 2.56 -0.66 0.87
C 2.36 -1.84 1.64
C 2.52 -1.80 2.99
C 2.87 -0.59 3.62
C 3.08 0.58 2.91
C 2.92 0.56 1.53
H -0.53 -0.97 -2.00
H -1.14 -1.82 -0.74
H -0.78 -4.13 -1.59
H 0.89 -5.76 -2.38
H 3.23 -5.08 -2.77
H 3.96 -2.77 -2.26
H 5.16 0.08 0.07
H 7.09 1.00 -1.14
H 6.88 1.61 -3.52
H 4.75 1.30 -4.73
H 2.79 0.37 -3.55
H 2.11 -2.77 1.14
H 2.39 -2.70 3.59
H 3.01 -0.59 4.70
H 3.37 1.49 3.41
H 3.15 1.45 0.95
O 0.80 2.01 -1.34
C -0.41 2.26 -1.11
O -1.02 1.41 -0.30
C -1.17 3.39 -1.62
C -0.53 4.39 -2.37
C -1.26 5.48 -2.81
C -2.62 5.58 -2.51
C -3.21 4.59 -1.76
C -2.52 3.49 -1.31
N -4.64 4.70 -1.37
O -5.30 5.52 -1.94
O -5.02 3.94 -0.50
H 0.52 4.31 -2.59
H -0.78 6.25 -3.39
H -3.21 6.42 -2.85
H -3.04 2.74 -0.73
C -3.52 0.85 1.77
As -1.88 1.32 2.65
C -1.36 3.14 2.31
C -2.15 1.09 4.53
S -0.27 -0.11 2.25
H -4.23 1.67 1.92
H -3.90 -0.06 2.24
H -3.36 0.69 0.71
H -2.25 3.73 2.08
H -0.66 3.19 1.49
H -0.90 3.53 3.22
H -2.93 1.79 4.83
H -1.23 1.32 5.06
H -2.47 0.07 4.73
*
```

Properties
- gap between HOMO and LUMO (eV) = 6.1
- relative energy (zero: lowest compared OMol25 entry of this formula, charge and spin) (kcal/mol) = 17.4

Molecular formula: C28H29Br2LiN10O3PS2
Method: DFT, ωB97M-V/def2-TZVPD

```
! RIJCOSX wB97M-V def2-TZVPD def2/J DEFGRID3
* xyz 1 1
Li 0.47 -0.06 -0.44
N 2.89 -2.18 1.42
C 2.44 -1.02 2.00
N 1.36 -0.41 1.63
C 1.14 0.72 2.41
C 2.08 0.97 3.34
S 3.29 -0.25 3.30
C -0.09 1.50 2.15
C -0.67 2.37 2.99
S -2.11 2.99 2.29
C -1.82 2.00 0.89
N -0.74 1.28 0.95
N -2.66 2.04 -0.19
H 2.14 -2.71 0.99
H 3.50 -2.75 1.98
H 2.14 1.79 4.04
H -0.35 2.68 3.98
H -3.60 2.38 -0.05
H -2.58 1.26 -0.83
Br -6.15 -3.08 0.60
C -5.67 -2.67 -1.18
C -5.39 -1.35 -1.53
C -5.02 -1.05 -2.83
C -4.94 -2.06 -3.78
C -5.28 -3.36 -3.43
C -5.61 -3.68 -2.13
N -4.65 -1.84 -5.18
N -3.74 -1.07 -5.54
C -2.81 -0.54 -4.58
C -2.59 0.81 -4.59
C -1.69 1.41 -3.68
C -1.02 0.64 -2.78
O -0.13 1.14 -1.87
C -1.21 -0.77 -2.76
N -0.52 -1.49 -1.83
C -0.56 -2.80 -1.91
C -1.29 -3.50 -2.89
C -2.04 -2.78 -3.78
C -2.05 -1.37 -3.71
H -5.46 -0.57 -0.78
H -4.81 -0.03 -3.10
H -5.25 -4.13 -4.20
H -5.85 -4.70 -1.85
H -3.14 1.42 -5.29
H -1.53 2.48 -3.69
H 0.00 -3.35 -1.16
H -1.26 -4.58 -2.93
H -2.60 -3.29 -4.55
N 3.87 -2.11 -2.49
C 4.25 -0.66 -2.66
P 2.57 0.09 -2.48
O 1.85 -0.43 -3.68
O 2.21 -0.38 -1.09
C 2.84 1.89 -2.58
N 1.68 2.55 -3.21
H 3.40 -2.17 -1.58
H 4.63 -2.77 -2.57
H 3.14 -2.30 -3.19
H 4.67 -0.52 -3.66
H 4.96 -0.40 -1.88
H 3.77 2.03 -3.13
H 2.98 2.27 -1.57
H 1.88 3.52 -3.39
H 0.30 1.95 -2.25
H 1.48 2.10 -4.10
Br -2.59 -5.64 1.35
C -2.33 -3.93 2.11
C -2.40 -3.73 3.47
C -2.18 -2.45 3.95
C -1.88 -1.44 3.05
N -1.81 -1.64 1.73
C -2.05 -2.86 1.27
H -2.64 -4.55 4.14
H -2.23 -2.24 5.01
H -1.68 -0.43 3.39
H -2.03 -3.00 0.20
*
```

Properties
- gap between HOMO and LUMO (eV) = 7.6
- relative energy (zero: lowest compared OMol25 entry of this formula, charge and spin) (kcal/mol) = 0.0

Molecular formula: C28H29Br6F3O6
Method: DFT, ωB97M-V/def2-TZVPD

```
! RIJCOSX wB97M-V def2-TZVPD def2/J DEFGRID3
* xyz 0 1
C -21.28 25.03 28.93
C -20.91 26.23 29.80
C -21.21 26.17 31.24
O -19.99 26.15 32.01
C -19.02 26.25 31.13
O -17.84 26.14 31.45
O -19.47 26.34 29.81
H -20.88 25.09 27.92
H -22.37 25.13 28.86
H -21.09 24.05 29.36
H -21.48 27.13 29.56
H -21.90 25.33 31.31
H -21.77 27.07 31.49
C -11.84 23.17 29.43
C -11.23 23.80 30.70
C -11.95 23.50 31.95
O -11.04 23.03 32.93
C -9.91 22.72 32.28
O -8.96 22.19 32.79
O -9.98 23.23 31.06
H -11.08 22.85 28.72
H -12.40 23.84 28.79
H -12.54 22.39 29.75
H -11.07 24.88 30.68
H -12.76 22.78 32.00
H -12.04 24.49 32.41
F -14.51 17.41 33.56
C -13.18 17.39 33.69
C -12.29 17.66 32.67
C -10.89 17.55 32.91
C -10.47 17.22 34.20
C -11.41 17.02 35.18
C -12.73 17.09 34.94
H -12.65 17.83 31.66
H -10.30 17.68 32.01
H -9.42 17.20 34.47
H -10.97 16.68 36.11
H -13.51 16.82 35.64
F -8.49 28.47 28.82
C -8.41 27.95 27.61
C -8.83 28.71 26.52
C -8.80 28.22 25.20
C -8.20 27.00 24.95
C -7.80 26.17 26.05
C -7.82 26.69 27.35
H -9.31 29.67 26.63
H -8.89 28.97 24.42
H -8.05 26.68 23.93
H -7.39 25.18 25.91
H -7.33 26.09 28.10
F -17.33 31.60 23.99
C -16.56 30.79 24.84
C -16.13 31.20 26.09
C -15.41 30.30 26.94
C -15.15 29.02 26.38
C -15.64 28.58 25.12
C -16.31 29.48 24.35
H -16.55 32.12 26.46
H -15.16 30.36 27.99
H -14.68 28.26 26.99
H -15.69 27.54 24.84
H -16.77 29.13 23.44
C -2.62 23.46 33.85
Br -0.75 23.56 34.44
Br -2.85 23.67 31.83
Br -3.60 24.96 34.78
H -3.12 22.54 34.15
C -9.37 19.34 21.23
Br -9.38 17.43 21.61
Br -7.56 19.96 20.61
Br -10.03 20.06 23.02
H -10.16 19.49 20.50
*
```

Properties
- gap between HOMO and LUMO (eV) = 8.6
- relative energy (zero: lowest compared OMol25 entry of this formula, charge and spin) (kcal/mol) = 0.0